Entry from the OMol25 dataset: a structure of composition C21H15AuNO2S3 (wB97M-V/def2-TZVPD).

CARTESIAN COORDINATES (ANGSTROEM)
Au (-0.4934, -0.1970, -0.3720)
S (-1.6172, 4.3360, -0.8297)
C (-1.2799, 2.7155, -0.7053)
S (-0.8730, 1.7616, -2.0506)
S (-1.3567, 1.9323, 0.8008)
O (-2.9499, -3.6580, -0.1323)
C (-2.0842, -2.7932, -0.2393)
O (-2.2353, -1.5742, -0.5711)
C (-0.6408, -3.2412, 0.0368)
C (-0.2547, -4.5622, -0.1500)
C (1.0607, -4.9137, 0.0942)
C (1.9405, -3.9481, 0.5686)
C (1.4710, -2.6607, 0.7429)
N (0.2154, -2.3118, 0.4594)
H (-0.9933, -5.2752, -0.4872)
H (1.4058, -5.9253, -0.0803)
H (2.9710, -4.1784, 0.8026)
H (2.1194, -1.8744, 1.1118)
C (6.0350, -1.8328, -1.9479)
C (5.7275, -1.1583, -0.7737)
C (4.4864, -0.5676, -0.6038)
C (3.5182, -0.6373, -1.6106)
C (3.8410, -1.3244, -2.7859)
C (5.0826, -1.9145, -2.9547)
C (2.1538, -0.1135, -1.4606)
C (1.5702, 0.3939, -0.3715)
C (2.0644, 1.0154, 0.8312)
C (1.6363, 0.6301, 2.1166)
C (2.0433, 1.3213, 3.2403)
C (2.8692, 2.4329, 3.1253)
C (3.2947, 2.8342, 1.8667)
C (2.9059, 2.1366, 0.7372)
H (7.0042, -2.2979, -2.0789)
H (6.4636, -1.1038, 0.0197)
H (4.2539, -0.0520, 0.3198)
H (3.0958, -1.4068, -3.5685)
H (5.3058, -2.4475, -3.8710)
H (1.5290, -0.2834, -2.3371)
H (0.9632, -0.2126, 2.2146)
H (1.6889, 1.0100, 4.2156)
H (3.1586, 2.9929, 4.0054)
H (3.9238, 3.7110, 1.7710)
H (3.2158, 2.4708, -0.2456)

⟨S²⟩: 2.029
Multiplicity: 3
Total energy (eV): -63804.19175
HOMO level (spin up / spin down) (eV): -4.01 / -5.08
ΔE to the lowest compared entry with this formula, charge and spin (kcal/mol): 7.0
Total charge: -1

Entry from the OMol25 dataset: a structure of composition C11H24F6O2P2Pm at a distorted geometry (wB97M-V/def2-TZVPD).

CARTESIAN COORDINATES (ANGSTROEM)
Pm (-0.4275, -0.2296, -0.8324)
H (-2.0866, 1.4705, -3.2760)
H (-1.4330, 1.3835, -3.6404)
P (-2.9328, 0.2854, 0.3203)
P (1.8998, -0.3380, -2.4084)
C (3.3076, 0.7357, -1.9945)
H (4.2410, 0.3882, -2.4364)
H (3.0859, 1.7546, -2.3641)
H (3.4148, 0.7831, -0.8987)
C (2.4180, -2.0111, -1.8160)
H (1.6336, -2.7514, -2.0786)
H (3.3640, -2.2976, -2.2944)
H (2.5429, -2.0022, -0.7080)
C (1.7627, -0.4467, -4.2279)
H (1.5021, 0.5615, -4.6052)
H (2.6583, -0.8022, -4.7387)
H (0.9234, -1.1268, -4.4660)
C (-3.0023, -1.2535, 1.3516)
H (-3.9531, -1.2689, 1.9035)
H (-2.9445, -2.1373, 0.6839)
H (-2.1406, -1.2938, 2.0555)
C (-3.2294, 1.6725, 1.4620)
H (-3.2691, 2.5998, 0.8618)
H (-4.1632, 1.5623, 2.0137)
H (-2.3803, 1.7490, 2.1615)
C (-4.3772, 0.1488, -0.7859)
H (-4.2176, -0.7063, -1.4597)
H (-5.3221, 0.0145, -0.2488)
H (-4.4224, 1.0698, -1.3933)
C (0.1466, 2.2331, -0.3007)
O (0.3400, 3.3617, -0.1724)
H (-1.1924, -1.6902, -1.7810)
C (0.2250, 0.8165, 2.9703)
C (1.1023, -0.1555, 2.2298)
O (0.5668, -0.5362, 1.0119)
C (2.5189, 0.4737, 1.9709)
F (3.1678, 0.8551, 3.0964)
F (3.3556, -0.3597, 1.2858)
F (2.3683, 1.6136, 1.2138)
C (1.2323, -1.5051, 3.0207)
F (1.6649, -1.3657, 4.3135)
F (-0.0136, -2.0779, 3.0679)
F (2.0465, -2.3916, 2.3944)
H (0.1002, 1.7405, 2.3885)
H (0.6694, 1.1167, 3.9448)
H (-0.7509, 0.3574, 3.2051)

⟨S²⟩: 6.009
Multiplicity: 5
Total energy (eV): -67321.94975
HOMO level (spin up / spin down) (eV): -12.09 / -12.04
Total charge: +1

Entry from the OMol25 dataset: a cluster of 5 separate species, C4H20N2O4 in total at a distorted geometry (wB97M-V/def2-TZVPD).

CARTESIAN COORDINATES (ANGSTROEM)
C (-0.3439, -1.0854, -0.4970)
C (0.4733, -1.2241, 0.8125)
C (1.8689, -0.6533, 0.6036)
C (3.1512, -1.8853, 2.2596)
N (2.7335, -0.7804, 1.8111)
N (-1.4183, -0.0391, -0.3820)
H (0.3166, -0.6818, -1.2447)
H (-0.8250, -2.0080, -0.7927)
H (-0.0698, -0.7594, 1.6300)
H (0.5390, -2.2728, 1.0750)
H (2.3617, -1.2015, -0.1951)
H (1.8518, 0.3930, 0.3297)
H (2.9797, -2.8291, 1.7408)
H (3.6110, -2.0330, 3.2320)
H (2.8813, 0.0473, 2.3814)
H (-2.2133, -0.2466, -0.9873)
H (-1.0562, 0.9324, -0.4542)
H (-1.7375, 0.0897, 0.5924)
H (2.4791, -0.4381, -4.0550)
H (2.7332, 0.6619, -3.0255)
O (2.1038, -0.0253, -3.2663)
H (-4.0917, 1.5026, -1.9408)
H (-2.8293, 1.1074, -2.8856)
O (-3.2498, 1.0453, -2.0264)
H (-0.7520, 2.9854, 0.9449)
H (-0.0464, 3.2228, -0.3880)
O (-0.7483, 2.6980, 0.0175)
H (-3.5507, 0.7110, 2.2163)
H (-3.9526, 1.6187, 1.0616)
O (-3.1995, 1.1475, 1.4320)

Total energy (eV): -15627.09273
HOMO level (eV): -17.17
ΔE to the lowest compared entry with this formula, charge and spin (kcal/mol): 30.6
Total charge: +2

Entry from the OMol25 dataset: a cluster of 2 separate species, C8H17Cl3FNO2P in total (wB97M-V/def2-TZVPD).

CARTESIAN COORDINATES (ANGSTROEM)
C (-2.6880, 1.5033, 0.5692)
C (-1.6550, 0.6960, -0.1950)
F (-2.2844, -0.3277, -0.8844)
C (-0.5658, 0.0598, 0.6980)
C (-0.0086, -1.2569, 0.1713)
O (0.7741, -1.0319, -0.9674)
C (1.9282, -0.2464, -0.7630)
C (1.9593, 0.5270, 0.5628)
P (2.8279, -0.2793, 2.0795)
C (1.4919, -0.4887, 3.3265)
O (2.9060, -1.8167, 1.4906)
N (0.5699, 1.0732, 0.8335)
H (-2.2903, 1.8861, 1.5120)
H (-3.5346, 0.8555, 0.7974)
H (-3.0504, 2.3457, -0.0152)
H (-1.1760, 1.3195, -0.9618)
H (-0.9592, -0.0913, 1.7044)
H (-0.8488, -1.8720, -0.1381)
H (0.5320, -1.8004, 0.9472)
H (2.8229, -0.8682, -0.8104)
H (1.9738, 0.4626, -1.5937)
H (2.5808, 1.4038, 0.3684)
H (0.8508, 0.3842, 3.4721)
H (2.0029, -0.6385, 4.2788)
H (0.8850, -1.3695, 3.1290)
H (3.8027, -2.1688, 1.5791)
H (0.5555, 1.4707, 1.7716)
H (0.4023, 1.8572, 0.1994)
C (-1.9678, -0.3036, -4.5287)
Cl (-0.2915, -0.6766, -4.9389)
Cl (-2.4896, 1.1894, -5.3075)
Cl (-3.0367, -1.6419, -4.9285)
H (-2.0194, -0.1556, -3.4581)

Total energy (eV): -63723.31597
HOMO level (eV): -13.01
Total charge: +1

Entry from the OMol25 dataset: a structure of composition C32H20BaBr2F4N3O4PS at a distorted geometry (wB97M-V/def2-TZVPD).

CARTESIAN COORDINATES (ANGSTROEM)
Ba (1.2316, 1.5873, -1.3701)
F (-4.5281, 1.3174, -6.4492)
C (-3.8720, 0.8366, -5.4036)
C (-4.4758, 0.9401, -4.2041)
F (-5.6812, 1.4521, -4.1945)
C (-3.9047, 0.4752, -3.0339)
F (-4.7322, 0.5788, -1.9919)
C (-2.7064, -0.1303, -2.9954)
P (-1.8007, -0.5240, -1.4233)
C (-2.1327, -2.3507, -1.2098)
C (-1.3209, -3.0906, -0.3323)
C (-1.3993, -4.5070, -0.2993)
C (-2.2910, -5.2227, -1.0839)
C (-3.0766, -4.5378, -1.9878)
C (-3.0420, -3.1307, -2.0391)
C (-2.9759, 0.1496, -0.1342)
C (-2.5899, 1.4646, 0.0684)
C (-3.0035, 2.1398, 1.1990)
C (-3.6540, 1.4195, 2.1819)
C (-3.9295, 0.1061, 2.0528)
C (-3.5878, -0.5994, 0.8571)
C (-2.0440, -0.1166, -4.2295)
Br (-0.2719, -0.7528, -4.2506)
C (-2.6049, 0.2982, -5.4310)
F (-1.8702, 0.3290, -6.4952)
H (-0.4641, -2.5823, 0.1294)
H (-0.8229, -5.0898, 0.4912)
H (-2.4637, -6.2424, -0.9659)
H (-3.7855, -5.0020, -2.6259)
H (-3.5510, -2.5894, -2.8427)
H (-2.1132, 1.9576, -0.8427)
H (-2.8375, 3.1968, 1.3786)
H (-3.9310, 1.8077, 3.1649)
H (-4.3313, -0.4805, 2.8350)
H (-3.6568, -1.7181, 0.7138)
O (-1.9230, -2.3866, 4.4729)
C (-0.8732, -2.2621, 5.1047)
O (-0.4814, -2.7938, 6.1667)
C (0.2161, -1.2593, 4.4920)
C (1.4551, -1.0685, 5.2036)
C (2.3562, -0.1273, 4.7005)
N (2.2023, 0.5767, 3.5147)
C (1.1036, 0.3550, 2.8540)
C (0.0846, -0.6084, 3.2232)
C (1.0062, 1.0697, 1.5394)
O (1.6033, 2.1612, 1.3548)
O (0.2933, 0.4825, 0.6820)
H (1.6807, -1.6693, 6.0976)
H (3.3035, 0.0681, 5.1963)
H (-0.7860, -0.7216, 2.5595)
N (3.6835, 0.8999, -0.1118)
C (4.6138, 1.8410, 0.2900)
C (5.6615, 2.0764, -0.6207)
C (6.5924, 2.9967, -0.3153)
C (6.7100, 3.5733, 0.9348)
C (5.6810, 3.3289, 1.8366)
C (4.6735, 2.3779, 1.5748)
H (4.0712, 0.2635, -0.7514)
H (3.1398, 0.4285, 0.5881)
H (5.7525, 1.5558, -1.6414)
H (7.4895, 3.2663, -0.9693)
H (7.4423, 4.3545, 1.0916)
H (5.8111, 3.7427, 2.8061)
H (3.9760, 2.1232, 2.3856)
S (2.8850, -0.7660, -2.9175)
C (4.1710, 0.3210, -3.3761)
N (4.9659, 1.1499, -3.5687)
Br (-0.3407, 3.2610, -3.6334)

Total energy (eV): -217947.21478
HOMO level (eV): -3.58
ΔE to the lowest compared entry with this formula, charge and spin (kcal/mol): 10.3
Total charge: -2

Entry from the OMol25 dataset: a cluster of 2 separate species, C2H3NO3 in total at a distorted geometry (wB97M-V/def2-TZVPD).

CARTESIAN COORDINATES (ANGSTROEM)
C (-2.4824, -0.7931, -1.2054)
C (2.0514, 0.4013, 0.8699)
N (-1.6802, -0.0521, -1.5487)
O (2.7948, 0.7956, 1.6491)
O (-0.0887, 0.1198, 0.0939)
O (0.8449, 0.8743, 0.8844)
H (-2.9660, -1.6684, -0.7624)
H (2.3242, -0.4581, 0.1193)
H (-0.7980, 0.7806, -0.1001)

⟨S²⟩: 2.013
Multiplicity: 3
Total energy (eV): -9745.88611
HOMO level (spin up / spin down) (eV): -5.90 / -10.59
ΔE to the lowest compared entry with this formula, charge and spin (kcal/mol): 149.9

Entry from the OMol25 dataset: the ion C3H4NO3S3 with charge -1 at a distorted geometry (wB97M-V/def2-TZVPD).

CARTESIAN COORDINATES (ANGSTROEM)
N (-0.3795, -2.7728, -0.8600)
C (-0.5658, -1.7286, -0.4353)
C (-0.6776, -0.3293, 0.0120)
S (-2.4595, 0.1157, -0.1350)
S (-0.2737, -0.1106, 1.8129)
C (0.0319, 0.5926, -0.8257)
S (1.7802, 0.6592, -0.0897)
O (2.0329, -0.7707, 0.1220)
O (2.6241, 1.2770, -1.1241)
O (1.5066, 1.4260, 1.1131)
H (-2.5357, 1.1840, 0.7333)
H (-0.9035, -1.1209, 2.1955)
H (-0.4118, 1.5902, -0.7942)
H (0.2313, -0.0119, -1.7248)

Total energy (eV): -43314.42035
HOMO level (eV): -5.36
ΔE to the lowest compared entry with this formula, charge and spin (kcal/mol): 18.8
SMILES: N#CC(S)(S)CS(=O)(=O)[O-]
Total charge: -1

Entry from the OMol25 dataset: a structure of composition C48H132N12O12 at a distorted geometry (wB97M-V/def2-TZVPD).

CARTESIAN COORDINATES (ANGSTROEM)
C (5.1471, -0.9340, -3.7088)
C (5.5170, -0.2750, -2.3944)
C (5.6883, 1.2179, -2.5269)
O (6.9006, 1.5220, -3.2062)
C (7.1628, 2.9066, -3.1649)
N (4.5225, -0.6418, -1.4060)
H (4.2368, -0.4556, -4.0786)
H (4.8562, -1.9781, -3.5593)
H (5.9411, -0.9940, -4.4519)
H (6.4569, -0.6362, -1.9474)
H (5.6297, 1.7626, -1.5757)
H (4.8518, 1.6649, -3.0817)
H (6.3647, 3.5543, -3.5342)
H (7.9852, 3.1263, -3.8481)
H (7.4768, 3.1823, -2.1549)
H (4.7833, -0.3987, -0.4538)
H (4.3988, -1.6555, -1.3718)
C (-1.1662, -2.5272, -5.8426)
C (-1.3369, -2.6070, -4.3246)
C (-1.8294, -3.9247, -3.7082)
O (-2.3316, -3.5922, -2.4379)
C (-2.8757, -4.7401, -1.7944)
N (-0.0637, -2.1572, -3.7654)
H (-2.1038, -2.6620, -6.3859)
H (-0.4267, -3.2583, -6.1731)
H (-0.8197, -1.5384, -6.1469)
H (-2.0973, -1.8707, -4.0293)
H (-1.0226, -4.6689, -3.6554)
H (-2.5930, -4.4214, -4.3204)
H (-3.0386, -4.4284, -0.7633)
H (-2.1180, -5.5278, -1.7213)
H (-3.7609, -5.1567, -2.2760)
H (0.1240, -1.2321, -4.1387)
H (-0.1884, -2.0454, -2.7599)
C (3.0162, 4.7278, -0.2360)
C (2.8489, 6.2212, -0.0070)
C (2.9989, 7.0729, -1.2248)
O (4.3446, 7.0555, -1.6564)
C (4.6053, 7.8580, -2.7898)
N (1.5411, 6.4506, 0.6320)
H (2.1525, 4.2879, -0.7432)
H (3.3586, 4.1465, 0.6131)
H (3.7379, 4.6247, -1.0608)
H (3.5045, 6.4777, 0.8304)
H (2.5992, 8.0735, -1.0083)
H (2.2599, 6.8183, -2.0003)
H (4.0439, 7.6455, -3.7031)
H (5.6543, 7.6298, -2.9868)
H (4.5464, 8.9304, -2.5839)
H (0.7695, 6.1809, 0.0356)
H (1.4628, 5.9895, 1.5254)
C (-6.2443, -3.5025, 2.5174)
C (-6.2819, -3.5815, 0.9675)
C (-4.8975, -3.1839, 0.4280)
O (-4.4564, -1.8673, 0.7519)
C (-5.2873, -0.7938, 0.3372)
N (-6.5325, -4.9599, 0.5472)
H (-6.8391, -4.2935, 2.9698)
H (-6.5368, -2.5295, 2.9158)
H (-5.1995, -3.6351, 2.8084)
H (-7.0806, -2.9732, 0.5464)
H (-4.9224, -3.2646, -0.6640)
H (-4.0809, -3.7758, 0.8409)
H (-5.4990, -0.8941, -0.7344)
H (-4.7796, 0.1457, 0.5230)
H (-6.2572, -0.8404, 0.8381)
H (-7.4986, -5.2580, 0.6240)
H (-6.0935, -5.6548, 1.1439)
C (-6.2833, 1.4072, -3.2788)
C (-5.1173, 2.3986, -3.4354)
C (-3.9065, 1.9868, -2.6035)
O (-4.0752, 2.3507, -1.2457)
C (-3.0261, 1.8522, -0.4362)
N (-4.7078, 2.5346, -4.8328)
H (-6.6151, 1.3123, -2.2456)
H (-6.0772, 0.4208, -3.7023)
H (-7.0658, 1.7870, -3.9413)
H (-5.5187, 3.3594, -3.1136)
H (-3.0132, 2.5416, -2.9261)
H (-3.5743, 0.9621, -2.8173)
H (-2.0929, 2.3326, -0.7583)
H (-2.9046, 0.7696, -0.4467)
H (-3.1641, 2.2492, 0.5679)
H (-5.5067, 2.7096, -5.4333)
H (-4.3122, 1.7004, -5.2545)
C (4.7448, -1.7947, 3.2947)
C (3.6690, -0.6897, 3.3551)
C (3.2136, -0.2995, 1.9666)
O (4.2575, 0.3859, 1.2587)
C (4.3416, 1.7923, 1.3951)
N (2.5774, -1.1088, 4.2091)
H (5.0988, -1.9429, 4.3176)
H (5.6116, -1.4241, 2.7498)
H (4.3377, -2.7471, 2.9552)
H (4.1934, 0.1704, 3.7801)
H (2.3629, 0.3889, 2.0292)
H (2.9676, -1.1515, 1.3300)
H (3.3115, 2.1549, 1.2966)
H (5.0048, 2.2407, 0.6622)
H (4.6448, 2.0016, 2.4273)
H (1.8388, -0.4131, 4.2879)
H (2.1774, -1.9857, 3.9001)
C (-0.3659, 2.0912, -4.4450)
C (0.8773, 1.9817, -5.3442)
C (2.0170, 2.7886, -4.7470)
O (1.6812, 4.1109, -4.3413)
C (2.7299, 4.7940, -3.7338)
N (1.2122, 0.5477, -5.3150)
H (-1.2102, 1.6626, -4.9905)
H (-0.6243, 3.1328, -4.2462)
H (-0.3139, 1.5506, -3.5001)
H (0.6124, 2.2360, -6.3696)
H (2.8997, 2.7830, -5.3979)
H (2.3007, 2.2563, -3.8298)
H (2.3435, 5.7667, -3.4217)
H (3.6787, 4.9351, -4.2569)
H (3.0143, 4.3897, -2.7498)
H (1.9409, 0.2712, -5.9581)
H (1.3894, 0.2301, -4.3683)
C (-4.0571, -3.3949, 6.1488)
C (-3.5954, -4.4088, 5.1014)
C (-2.5488, -3.8503, 4.1507)
O (-3.1364, -2.8930, 3.2911)
C (-2.5476, -2.7677, 2.0433)
N (-3.0348, -5.5443, 5.8261)
H (-4.2556, -2.3794, 5.7891)
H (-3.4312, -3.1902, 7.0209)
H (-5.0053, -3.7621, 6.5526)
H (-4.4578, -4.7032, 4.5020)
H (-2.1709, -4.7012, 3.5736)
H (-1.7223, -3.3548, 4.6715)
H (-3.0756, -2.1303, 1.3337)
H (-2.4562, -3.7440, 1.5459)
H (-1.5207, -2.3921, 2.1368)
H (-2.1480, -5.2723, 6.2461)
H (-3.5645, -5.7030, 6.6781)
C (1.4688, 2.9829, 5.1757)
C (1.3894, 2.7725, 3.6528)
C (0.2267, 1.9038, 3.2473)
O (0.2704, 0.6683, 3.9396)
C (-0.8068, -0.1544, 3.5903)
N (1.3425, 4.0692, 2.9658)
H (2.2480, 3.6913, 5.4645)
H (1.6805, 2.0746, 5.7422)
H (0.5241, 3.3948, 5.5424)
H (2.3767, 2.3718, 3.4044)
H (0.2987, 1.7243, 2.1660)
H (-0.7371, 2.4152, 3.3538)
H (-0.8205, -0.3876, 2.5200)
H (-1.7961, 0.2530, 3.8285)
H (-0.7581, -1.0981, 4.1351)
H (0.4032, 4.4531, 2.9370)
H (1.9002, 4.7249, 3.4993)
C (1.5548, -3.6752, -1.1086)
C (2.5193, -3.5937, -2.2766)
C (3.9019, -4.1318, -1.8809)
O (4.4040, -3.4022, -0.7910)
C (5.6808, -3.8112, -0.3628)
N (1.9886, -4.3110, -3.4228)
H (0.5408, -3.4431, -1.4224)
H (1.8134, -2.9518, -0.3311)
H (1.6956, -4.6339, -0.6024)
H (2.6553, -2.5287, -2.5087)
H (4.5812, -4.2114, -2.7379)
H (3.7371, -5.1838, -1.6081)
H (6.4682, -3.7727, -1.1206)
H (5.6230, -4.8450, -0.0033)
H (5.9835, -3.2131, 0.4945)
H (1.1074, -3.9222, -3.7644)
H (2.6200, -4.1646, -4.2061)
C (1.2676, 1.5512, -0.4636)
C (1.0964, 0.0803, -0.7978)
C (-0.3649, -0.3043, -0.6955)
O (-0.4434, -1.7149, -0.4971)
C (-1.6847, -2.1832, 0.0360)
N (1.4862, -0.1756, -2.1931)
H (0.9068, 1.6532, 0.5641)
H (0.8144, 2.2143, -1.2005)
H (2.3306, 1.8017, -0.4169)
H (1.7837, -0.4961, -0.1689)
H (-0.9232, 0.0581, -1.5627)
H (-0.7625, 0.2228, 0.1806)
H (-1.6023, -3.2310, 0.3236)
H (-2.4911, -2.0774, -0.6859)
H (-1.8134, -1.6112, 0.9587)
H (2.5016, -0.2031, -2.2838)
H (1.1887, -1.1358, -2.3545)
C (-2.5711, 0.9973, 3.1581)
C (-3.0954, 0.0086, 4.2043)
C (-3.5797, 0.7578, 5.4566)
O (-2.4323, 1.3418, 6.0448)
C (-2.7016, 1.7198, 7.3894)
N (-4.2575, -0.6513, 3.5436)
H (-3.3892, 1.6756, 2.9092)
H (-2.2185, 0.5647, 2.2207)
H (-1.7732, 1.6187, 3.5711)
H (-2.3430, -0.7170, 4.5260)
H (-4.1326, 0.0370, 6.0710)
H (-4.3249, 1.5165, 5.1923)
H (-3.2836, 2.6476, 7.4256)
H (-1.7597, 2.0843, 7.8061)
H (-3.1214, 0.8818, 7.9426)
H (-3.7610, -1.2432, 2.8810)
H (-4.7062, -1.2796, 4.2061)

Total energy (eV): -94350.96478
HOMO level (eV): -8.17
ΔE to the lowest compared entry with this formula, charge and spin (kcal/mol): 284.0